Here is the molecule C3H9N3 from OMol25. Energies are from wB97M-V/def2-TZVPD.

Computed properties:
Max |F| in eV/A: 4.9
E_HOMO in eV: -8.988
Kohn-Sham gap in eV: 9.863
Calculated total energy in eV: -7725.2410

Each line ends with the Mulliken charge.
Geometry (Å):
1 H 1.29 0.18 1.75  0.24
2 N 0.71 -0.59 1.37  -0.71
3 C 0.38 -0.34 0.14  0.59
4 C -0.58 -1.21 -0.63  -0.59
5 C -2.10 -0.96 -0.29  -0.92
6 N 0.55 0.86 -0.52  0.03
7 N 1.26 1.96 0.00  -0.81
8 H -0.40 -2.27 -0.43  0.30
9 H -0.31 -1.14 -1.73  0.31
10 H -2.70 -1.64 -0.94  0.31
11 H -2.23 -1.18 0.87  0.26
12 H -2.45 0.15 -0.43  0.25
13 H 0.36 0.94 -1.49  0.22
14 H 0.45 2.61 0.61  0.26
15 H 2.17 1.74 0.49  0.26